The following is a quantum chemistry calculation of a molecular structure, C27H23BrF5N5O2SV, from OMol25.

Output
max |F| = 0.56 eV/Å
⟨S²⟩ = 2.0222
frontier orbital gap (alpha / beta) = 6.75 / 6.86 eV
multiplicity = 3
LUMO level (alpha / beta) = -3.674 / -3.563 eV
net charge = +1
HOMO energy (alpha / beta) = -10.43 / -10.43 eV
relative energy (zero: lowest compared OMol25 entry of this formula, charge and spin) = 78.7 kJ/mol
electronic energy = -5882.29950 Eh

Structure (XYZ):
```
65
C27H23BrF5N5O2SV (wB97M-V/def2-TZVPD)
H -0.498 7.597 2.055
C -1.294 -1.758 2.190
H -5.381 -3.504 -1.490
V 0.229 -1.693 -0.511
C -4.361 -3.220 -1.271
H 0.175 6.872 -0.211
H 3.961 -1.373 -0.613
C -1.982 4.362 0.532
N 1.491 1.336 -1.573
C 5.604 1.442 -2.674
O 1.691 -0.969 -1.202
H 7.464 0.692 -1.944
C -3.442 -3.034 -2.291
C -2.651 -2.679 0.296
H 6.040 2.238 -3.262
C 4.223 1.301 -2.668
H 1.918 1.711 -0.728
H 6.421 -1.107 -0.597
C -2.698 -3.450 2.635
C -2.085 -3.111 3.778
N 0.119 1.209 -1.499
C -3.965 -3.036 0.042
C -1.848 5.954 2.342
C 0.876 -3.585 0.190
H 0.602 -1.194 3.983
F 1.924 -5.463 -0.914
H -1.421 -2.455 -2.712
O 3.493 2.173 -3.420
C -0.529 6.283 0.361
H 1.821 -0.086 -3.026
F 1.161 -3.818 -2.111
C 4.429 -0.579 -1.179
C 5.806 -0.434 -1.177
C 0.957 -4.567 -0.992
Br -2.943 0.751 -1.427
F 2.126 -3.464 0.722
H -0.195 -2.093 5.292
C 2.131 0.100 -1.991
H -0.801 -0.489 4.812
N -1.772 -2.458 -0.679
H -3.126 4.234 2.345
H -3.385 -4.246 2.418
F -0.210 -5.202 -1.165
N -1.224 -2.068 3.492
C -1.929 2.158 -0.654
C -2.582 3.134 -0.019
H -4.667 -3.152 0.854
C 6.388 0.575 -1.934
C -1.062 5.126 -0.187
S -0.386 -0.510 1.462
H 2.585 2.202 -3.084
C -2.388 4.803 1.792
C -0.483 2.092 -0.808
H -0.795 4.837 -1.196
C -2.168 -2.641 -1.947
H -2.161 -3.530 4.765
C -0.349 -1.414 4.459
H 0.073 2.867 -0.278
H -2.164 6.281 3.323
H -3.653 3.024 0.111
F 0.095 -4.166 1.168
H -3.705 -3.176 -3.329
N -2.216 -2.597 1.643
C -0.913 6.693 1.630
C 3.628 0.277 -1.926
```

The following is a quantum chemistry calculation of a molecular structure, C27H23CaCl3GeO2P2S2 at a distorted geometry, from OMol25.

Output
max |F| = 2.97 eV/Å
⟨S²⟩ = 0.7567
frontier orbital gap (alpha / beta) = 6.24 / 4.55 eV
multiplicity = 2
LUMO level (alpha / beta) = 2.270 / 0.590 eV
net charge = -1
HOMO energy (alpha / beta) = -3.97 / -3.96 eV
relative energy (zero: lowest compared OMol25 entry of this formula, charge and spin) = 0.0 kJ/mol
electronic energy = -6807.60873 Eh

Structure (XYZ):
```
61
C27H23CaCl3GeO2P2S2 (wB97M-V/def2-TZVPD)
Cl -1.587 -5.385 -0.969
C 0.544 3.044 -2.041
Cl -1.699 -5.399 -4.367
H 3.178 2.328 2.450
H -1.370 -3.721 2.672
H -1.641 1.677 5.020
H 0.697 1.349 5.810
C 1.920 2.508 -3.954
H 1.958 4.013 3.756
C 1.603 -4.298 0.240
C -0.516 -0.462 -0.215
H 2.180 -0.285 4.735
S -2.534 1.892 -0.684
S -3.069 -1.671 1.153
C 0.759 -0.771 3.171
C 0.146 2.150 0.936
H -2.583 1.839 -6.063
H 2.549 2.856 -4.782
H -2.423 0.459 2.943
H 1.311 -2.228 -0.322
C -0.538 -0.545 2.708
C 0.098 3.743 2.703
C 2.126 2.541 2.218
O -0.987 -0.715 -4.575
P -0.609 1.252 -0.403
C -0.160 -2.924 1.096
C -0.566 3.075 1.684
H -1.683 2.888 -4.964
C 0.957 -3.077 0.275
C 1.145 -5.337 1.038
H 0.883 -0.327 -2.392
C -0.974 0.981 4.497
C 1.497 1.885 1.183
C 1.012 0.738 -2.619
H 2.465 -4.446 -0.412
H 2.018 1.170 0.535
C 0.395 1.679 -1.814
Ca -2.473 -1.004 -1.563
Ge -1.276 -4.001 -2.712
C 1.762 1.151 -3.708
C -1.825 1.847 -5.272
H 1.408 -1.476 2.642
C -1.721 -0.081 -3.839
H 0.053 3.792 -1.396
C -1.409 0.338 3.346
C 0.325 0.776 4.943
C -0.576 -3.935 1.955
C 1.427 3.479 2.954
H 2.220 0.422 -4.382
H 1.622 -6.314 0.969
C 1.320 3.449 -3.117
H -0.205 -5.967 2.589
P -0.990 -1.353 1.184
C 1.168 -0.111 4.315
O -2.303 1.114 -4.154
H 1.510 4.516 -3.297
H -1.632 3.266 1.450
Cl -3.637 -3.116 -2.741
H -0.445 4.474 3.328
C 0.073 -5.160 1.909
H -0.894 1.418 -5.652
```

The following is a quantum chemistry calculation of a molecular structure, C27H23ClF6MnOP at a distorted geometry, from OMol25.

Output
max |F| = 2.86 eV/Å
⟨S²⟩ = 6.1602
frontier orbital gap (alpha / beta) = 5.29 / 6.47 eV
multiplicity = 5
LUMO level (alpha / beta) = -1.828 / -0.652 eV
HOMO energy (alpha / beta) = -7.12 / -7.12 eV
relative energy (zero: lowest compared OMol25 entry of this formula, charge and spin) = 0.0 kJ/mol
electronic energy = -3669.68142 Eh

Structure (XYZ):
```
60
C27H23ClF6MnOP (wB97M-V/def2-TZVPD)
H 0.245 -1.841 -3.451
H 0.878 4.036 -0.179
F 0.203 -0.421 4.013
F 1.663 -2.354 3.300
C -2.596 -2.981 -3.279
C -3.389 -1.355 -1.635
O 1.307 -0.176 1.440
C -3.702 -2.683 -4.072
C 1.829 -3.287 -3.704
H -3.116 -4.674 -0.583
C -2.866 -5.375 1.450
C -1.583 -3.571 0.475
C -4.489 -1.081 -2.431
H 2.119 -2.902 -4.682
H 3.410 -4.758 -3.625
C -2.578 -4.557 0.358
F 0.705 1.646 3.519
H -3.626 -6.151 1.356
C 2.119 -0.041 2.522
C 1.251 0.408 3.771
H 3.948 0.979 3.155
P -1.071 -2.573 -0.930
C 2.553 -4.327 -3.111
C 1.091 -4.273 -1.186
C -0.424 1.185 -1.403
C 2.207 -4.786 -1.834
F 3.329 -2.096 1.932
C 0.752 -2.714 -3.037
F 3.531 -1.448 4.012
H -1.543 3.062 -0.789
H -1.841 -3.690 -3.617
F 1.980 0.528 4.922
C 2.666 -1.491 2.951
C -4.658 -1.756 -3.644
Cl -2.037 0.558 1.210
H -5.205 -0.322 -2.116
C 1.624 1.957 -0.620
H -0.308 -2.486 1.856
H 1.414 -0.128 -1.526
H -0.773 -3.993 3.766
C 0.659 3.004 -0.452
H 2.884 1.923 2.079
H -3.810 -3.161 -5.045
H -3.218 -0.802 -0.710
C -0.618 2.498 -0.830
H 3.853 0.609 1.406
H 2.689 2.064 -0.445
C 3.279 0.921 2.289
C -1.273 -4.156 2.810
H -5.525 -1.542 -4.266
H -2.419 -5.855 3.507
H 0.811 -4.622 -0.191
H 2.823 -5.530 -1.329
C -2.451 -2.334 -2.038
C 0.957 0.823 -1.227
C -2.200 -5.194 2.668
C 0.322 -3.271 -1.810
C -0.985 -3.329 1.733
Mn 0.115 1.194 0.730
H -1.181 0.579 -1.907
```